No. 1
ORCA calculation (ωB97M-V/def2-TZVPD) on a molecular structure, C37H41N3O5Si3Sr at a distorted geometry.

## Properties
Relative energy (zero: lowest compared OMol25 entry of this formula, charge and spin)   0.000 eV
Largest force on an atom   1.98 eV/A
HOMO-LUMO gap   4.6 eV
HOMO   -0.0229 Eh
E_tot   -78221.690 eV

```
! wB97M-V def2-TZVPD RIJCOSX def2/J DEFGRID3
* xyz -2 1
C -1.98854 2.56301 4.54051
N 3.27655 -0.89396 -2.13111
H -1.90142 -3.94560 -2.20318
C -4.22014 1.01359 1.81635
Si 4.45480 -2.03491 -1.74209
N 0.61565 -2.74917 0.96049
C -2.90880 -0.95147 1.49598
C -1.41575 1.80464 6.74183
C -1.44360 3.06403 1.34768
C -5.36887 0.28221 1.53165
C 1.57617 1.01553 -4.82826
C 0.32205 -3.33709 3.21467
H 4.96501 -0.43880 -4.05853
H 4.70707 -1.44559 0.65068
H 5.99830 -0.71436 -0.29981
H 0.46127 5.89368 1.35869
Sr 1.35022 -0.61940 -0.45817
H -1.41907 1.00524 -5.28572
H -0.13470 0.10012 6.81130
C 3.01950 -0.21463 -3.34015
H -6.32845 0.77333 1.53971
H -3.97471 -2.75523 0.94207
O -0.13184 0.39939 1.44205
H 6.55867 -1.53763 -3.05017
H -2.86641 0.87556 -4.24880
H 0.63672 -3.21165 4.23182
H 4.42547 -4.45011 -1.11550
Si -1.27620 1.29174 2.05023
H -1.49530 0.17168 -0.51650
C -1.94279 0.16730 -1.52373
H 6.47107 -3.26083 -2.54652
H 0.60889 1.48724 -5.01416
C -1.22360 1.56123 3.93770
H -1.79966 -0.53925 -4.53230
C -1.81319 0.55661 -4.38376
H 0.03408 -0.15209 4.38455
C -5.27865 -1.05320 1.18607
C -1.37292 5.66933 0.27247
H 2.34281 1.62201 -6.73658
H 0.42933 3.58874 2.27563
O 2.53505 -1.79958 3.81612
O -1.80393 -4.10612 -1.24376
H 2.82752 -3.71661 -0.79312
H 4.61554 0.63899 -6.23129
H 6.06624 -2.45892 0.11316
H -1.32129 -4.66931 3.63223
H -6.17059 -1.59643 0.89226
C 3.67625 -3.75486 -1.51899
Si -0.82550 0.93116 -2.81665
C 2.55874 1.11238 -5.80179
C 3.99832 -0.04439 -4.30583
C -0.77340 -3.38396 -0.84121
C -2.45839 3.54861 0.50287
H -2.68791 3.49569 6.35453
H 5.52591 -2.67152 -3.94718
C -0.57634 0.65559 4.78564
C -0.39723 3.95510 1.64857
C -2.09519 2.69219 5.92122
C -4.04485 -1.68874 1.19778
N 0.70615 0.26656 -2.66651
C 5.89733 -2.40623 -2.94698
C 2.25222 -1.74639 2.61124
H -1.81206 3.24278 -2.81430
H -3.29478 2.90350 0.22637
C -2.95657 0.41789 1.78007
H -4.35631 2.06304 2.06405
C 1.01260 -2.65214 2.20875
C -0.77653 -4.11794 2.86583
H -1.92973 -1.42209 1.48189
H -2.52687 3.27836 3.92824
O -0.11602 -2.71936 -1.62967
O 2.78718 -1.10908 1.67839
C -0.82283 2.80556 -2.61143
H -0.09157 3.24935 -3.29282
H -3.22152 5.17144 -0.69160
C -0.67025 0.78026 6.16965
H -2.89102 0.70537 -1.42968
C -1.19517 -4.20658 1.55772
H -0.52666 3.09240 -1.59558
H -1.34334 6.65614 -0.16427
C 5.39229 -1.62965 -0.18686
C 1.72581 0.35138 -3.61222
C -0.45637 -3.47264 0.63305
C -2.43020 4.83285 -0.01930
C 3.79481 0.56890 -5.53251
H -2.19362 -0.87946 -1.77246
H -1.45199 1.88695 7.82149
H 3.29247 -4.11369 -2.49028
H -2.04353 -4.78008 1.21574
C -0.35190 5.24208 1.13244
*
```



No. 2
ORCA calculation (ωB97M-V/def2-TZVPD) on 4 unconnected molecules or ions with the total composition C4H16O3 at a distorted geometry.

## Properties
Relative energy (zero: lowest compared OMol25 entry of this formula, charge and spin)   1.878 eV
Largest force on an atom   4.65 eV/A
HOMO-LUMO gap   10.6 eV
HOMO   -0.3764 Eh
E_tot   -10548.596 eV
SMILES string   CCCC.O.O.O

```
! wB97M-V def2-TZVPD RIJCOSX def2/J DEFGRID3
* xyz 0 1
O -2.79447 2.50643 -0.91001
H 2.74733 0.96755 0.55581
H -3.03926 2.79704 -0.02605
H 2.31626 -1.23221 -1.06756
H 1.42230 2.77546 -0.28905
H -2.04033 1.87143 -0.79277
C 1.55618 -0.67344 -0.49235
H -1.37829 -3.08946 0.63417
H -2.18862 -2.22928 1.93144
C 2.09675 0.75560 -0.30360
H 0.50864 -0.75224 -0.94944
H 0.53224 -0.84311 1.27730
H -1.90573 -0.51409 0.16333
H 0.29115 1.69951 -0.94417
H 2.11814 -1.78387 1.33725
C 1.05928 1.75095 -0.15711
O -2.16859 -0.02787 -0.65085
H 0.99160 -2.53778 0.48861
H 0.45952 1.81262 0.82869
O -1.89834 -2.27888 1.01029
H -2.66499 -0.62391 -1.13555
C 1.30317 -1.43309 0.73770
H 2.67606 1.08265 -1.24605
*
```